C29H26F3GeIrN3O9S as an isolated structure, computed with wB97M-V/def2-TZVPD.

Geometry (Å):
Ir1 -1.897 0.637 -0.126
C1 -3.727 5.870 -0.099
O1 -2.700 5.103 0.531
C2 -2.466 3.833 0.188
O2 -1.599 3.203 0.735
N1 -3.234 3.352 -0.855
N2 -3.198 1.969 -1.154
H1 -3.666 6.857 0.347
H2 -4.714 5.452 0.111
H3 -3.556 5.951 -1.174
H4 -4.091 3.816 -1.106
H5 -3.053 1.862 -2.154
H6 -4.087 1.537 -0.886
O3 -2.052 -1.592 -1.075
C3 -1.310 -1.893 -0.120
O4 -0.903 -0.991 0.699
C4 -0.865 -3.294 0.118
C5 -1.164 -4.273 -0.821
C6 -0.730 -5.573 -0.624
C7 -0.007 -5.856 0.521
C8 0.293 -4.900 1.476
C9 -0.144 -3.604 1.267
N3 0.467 -7.241 0.733
O5 1.102 -7.470 1.742
O6 0.220 -8.058 -0.130
H7 -1.731 -4.002 -1.700
H8 -0.938 -6.359 -1.334
H9 0.855 -5.177 2.355
H10 0.073 -2.822 1.983
F1 -5.271 -1.811 2.971
C10 -4.039 -1.370 2.727
F2 -3.352 -1.373 3.868
F3 -3.450 -2.221 1.880
S1 -4.091 0.344 2.016
O7 -5.211 0.979 2.636
O8 -2.765 0.886 2.281
O9 -4.222 0.106 0.561
C11 -0.435 1.105 -1.102
Ge1 1.470 0.842 -0.601
C12 2.256 2.596 -0.929
C13 1.499 3.756 -0.772
C14 2.067 5.007 -0.970
C15 3.404 5.113 -1.326
C16 4.172 3.967 -1.475
C17 3.602 2.718 -1.275
C18 2.163 -0.464 -1.870
C19 2.146 -1.820 -1.550
C20 2.552 -2.774 -2.472
C21 2.984 -2.380 -3.730
C22 3.011 -1.032 -4.061
C23 2.602 -0.080 -3.137
C24 1.652 0.264 1.239
C25 0.778 0.739 2.215
C26 0.873 0.289 3.523
C27 1.852 -0.633 3.871
C28 2.739 -1.098 2.911
C29 2.637 -0.652 1.599
H11 -0.570 1.674 -2.036
H12 0.459 3.689 -0.467
H13 1.469 5.900 -0.839
H14 3.849 6.088 -1.480
H15 5.218 4.046 -1.743
H16 4.214 1.831 -1.395
H17 1.821 -2.137 -0.567
H18 2.530 -3.824 -2.206
H19 3.304 -3.121 -4.451
H20 3.351 -0.721 -5.041
H21 2.625 0.970 -3.409
H22 -0.003 1.449 1.963
H23 0.172 0.648 4.264
H24 1.922 -0.989 4.891
H25 3.509 -1.810 3.181
H26 3.330 -1.031 0.856

Calculated values
- LUMO energy (alpha / beta) (eV) = -0.946 / -0.854
- HOMO energy (alpha / beta) (eV) = -8.9 / -8.8
- 2S+1 = 2
- <S²> = 0.7747
- gap between HOMO and LUMO (alpha / beta) (eV) = 7.9 / 8.0

C29H26F6IrN5O5S3 as an isolated structure, computed with wB97M-V/def2-TZVPD.

Geometry (Å):
Ir1 0.683 -0.066 1.259
C1 0.210 -1.598 -3.466
C2 -0.271 -0.265 -3.968
C3 0.000 0.162 -5.264
C4 -0.446 1.385 -5.739
C5 -1.200 2.216 -4.923
C6 -1.500 1.810 -3.633
C7 -1.022 0.592 -3.162
N1 -1.316 0.184 -1.830
C8 -1.009 0.837 -0.714
N2 -0.488 2.068 -0.735
C9 0.126 2.690 0.410
C10 0.754 1.924 1.404
C11 1.436 2.614 2.402
C12 1.485 4.000 2.415
C13 0.846 4.730 1.425
C14 0.156 4.083 0.407
C15 -0.533 4.866 -0.678
N3 -1.164 0.197 0.465
C16 -2.304 0.366 1.240
C17 -3.520 0.810 0.716
C18 -4.617 0.956 1.550
C19 -4.519 0.676 2.904
C20 -3.304 0.246 3.421
C21 -2.194 0.089 2.609
C22 -0.873 -0.389 3.131
H1 1.033 -1.960 -4.080
H2 -0.586 -2.344 -3.515
H3 0.556 -1.556 -2.429
H4 0.585 -0.483 -5.908
H5 -0.209 1.688 -6.751
H6 -1.570 3.163 -5.292
H7 -2.130 2.420 -2.996
H8 -1.584 -0.776 -1.651
H9 -0.263 2.473 -1.634
H10 1.938 2.047 3.178
H11 2.023 4.513 3.202
H12 0.876 5.812 1.436
H13 -0.543 5.927 -0.436
H14 -1.565 4.537 -0.810
H15 -0.026 4.761 -1.643
H16 -3.612 1.020 -0.343
H17 -5.558 1.292 1.133
H18 -5.376 0.793 3.552
H19 -3.213 0.029 4.479
H20 -0.817 -0.414 4.219
H21 -0.063 0.393 2.936
H22 -0.655 -1.398 2.784
F1 1.801 -5.269 2.262
C23 1.625 -3.988 1.967
F2 2.826 -3.415 1.832
F3 0.991 -3.398 2.984
S1 0.686 -3.792 0.391
O1 0.451 -2.358 0.299
O2 1.551 -4.352 -0.600
N4 -0.574 -4.682 0.575
S2 -1.988 -4.249 1.131
O3 -2.004 -3.009 1.850
O4 -2.656 -5.390 1.662
C24 -2.898 -3.854 -0.427
F4 -3.060 -4.925 -1.193
F5 -4.093 -3.347 -0.136
F6 -2.226 -2.932 -1.145
O5 2.472 -0.483 2.175
N5 3.541 -0.572 1.365
C25 4.705 -0.902 1.966
C26 5.849 -1.032 1.234
C27 5.794 -0.820 -0.148
C28 4.603 -0.483 -0.735
C29 3.440 -0.346 0.039
S3 1.914 0.086 -0.634
H23 4.622 -1.053 3.030
H24 6.768 -1.301 1.732
H25 6.683 -0.933 -0.753
H26 4.520 -0.324 -1.800

Calculated values
- LUMO energy (eV) = -0.028
- HOMO energy (eV) = -7.6
- gap between HOMO and LUMO (eV) = 7.6

C29H26FN6O5SbSe4V as an isolated structure in a non-equilibrium geometry, computed with wB97M-V/def2-TZVPD.

Geometry (Å):
V1 -2.866 -1.596 -0.095
O1 -4.901 -4.509 -1.151
C1 -4.043 -3.724 -1.435
N1 -4.115 -2.325 -1.219
C2 -5.060 -2.055 -0.126
O2 -5.974 -1.300 -0.202
C3 -4.570 -2.772 1.142
C4 -5.391 -2.950 2.231
C5 -4.819 -3.530 3.353
C6 -3.464 -3.880 3.343
C7 -2.698 -3.654 2.217
N2 -3.250 -3.111 1.113
C8 -2.671 -4.134 -1.871
C9 -2.402 -5.234 -2.660
C10 -1.074 -5.541 -2.901
C11 -0.084 -4.738 -2.353
C12 -0.448 -3.662 -1.563
N3 -1.718 -3.375 -1.304
H1 -6.419 -2.615 2.189
H2 -5.415 -3.682 4.246
H3 -2.990 -4.314 4.215
H4 -1.642 -3.866 2.182
H5 -3.219 -5.817 -3.067
H6 -0.815 -6.392 -3.519
H7 0.965 -4.939 -2.529
H8 0.283 -2.996 -1.132
F1 3.735 -0.655 -0.606
C13 2.754 0.127 -0.099
C14 1.609 -0.466 0.307
C15 0.590 0.278 0.930
C16 -0.712 -0.242 1.203
O3 -1.139 -1.436 0.876
C17 -1.654 0.661 1.781
C18 -1.292 1.914 2.156
N4 -0.047 2.377 1.942
C19 0.297 3.713 2.456
C20 1.420 3.828 3.441
C21 0.008 4.011 3.894
C22 0.876 1.623 1.232
C23 2.066 2.216 0.772
C24 2.995 1.521 0.029
N5 4.107 2.121 -0.564
C25 4.498 3.511 -0.332
C26 4.177 4.378 -1.542
N6 4.676 3.666 -2.817
C27 5.607 2.515 -2.511
C28 4.886 1.474 -1.651
C29 -2.988 -0.030 1.785
O4 -3.417 -0.630 2.723
O5 -3.491 -0.050 0.503
H9 1.504 -1.537 0.187
H10 -1.974 2.585 2.660
H11 0.153 4.494 1.721
H12 2.066 4.697 3.379
H13 1.930 2.921 3.749
H14 -0.339 5.003 4.151
H15 -0.428 3.227 4.503
H16 2.205 3.273 0.962
H17 5.567 3.530 -0.135
H18 4.018 3.935 0.544
H19 4.662 5.346 -1.445
H20 3.114 4.504 -1.646
H21 5.124 4.332 -3.445
H22 3.867 3.298 -3.301
H23 6.501 2.914 -2.049
H24 5.901 2.042 -3.444
H25 5.637 0.783 -1.273
H26 4.222 0.902 -2.285
Se1 -2.792 0.816 -5.264
Sb1 -1.094 0.689 -3.467
Se2 1.171 0.330 -4.330
Se3 0.112 2.775 -3.148
Se4 -1.888 -0.574 -1.633

Calculated values
- charge = +3
- LUMO energy (alpha / beta) (eV) = -10.510 / -10.501
- HOMO energy (alpha / beta) (eV) = -15.2 / -15.2
- gap between HOMO and LUMO (alpha / beta) (eV) = 4.7 / 4.7

C29H26N5O2RuS6 as an isolated structure, computed with wB97M-V/def2-TZVPD.

Geometry (Å):
Ru1 0.427 -0.784 0.066
O1 -0.738 0.202 1.367
C1 -1.957 -0.139 1.705
C2 -2.859 0.854 2.124
C3 -4.152 0.521 2.472
C4 -4.587 -0.805 2.461
C5 -3.690 -1.794 2.120
C6 -2.378 -1.488 1.743
C7 -1.427 -2.559 1.566
N1 -0.197 -2.437 1.226
C8 0.617 -3.653 1.390
C9 2.066 -3.243 1.530
N2 2.314 -2.414 0.380
C10 3.486 -2.236 -0.073
C11 3.700 -1.536 -1.316
C12 4.999 -1.295 -1.774
C13 5.241 -0.832 -3.048
C14 4.153 -0.663 -3.911
C15 2.863 -0.899 -3.492
C16 2.574 -1.285 -2.156
O2 1.336 -1.438 -1.787
H1 -2.525 1.885 2.114
H2 -4.845 1.307 2.748
H3 -5.607 -1.051 2.720
H4 -3.999 -2.834 2.133
H5 -1.769 -3.547 1.882
H6 0.495 -4.285 0.508
H7 0.281 -4.197 2.274
H8 2.721 -4.119 1.563
H9 2.193 -2.671 2.453
H10 4.360 -2.677 0.423
H11 5.828 -1.498 -1.103
H12 6.250 -0.638 -3.387
H13 4.328 -0.354 -4.936
H14 2.027 -0.792 -4.175
C17 0.843 1.240 4.309
N3 0.855 1.989 3.064
C18 0.181 3.173 2.825
C19 0.284 3.433 1.509
N4 1.033 2.403 0.957
C20 1.351 1.504 1.916
S1 2.198 0.060 1.670
C21 1.206 2.225 -0.441
C22 1.724 3.287 -1.157
C23 1.701 3.221 -2.541
C24 1.139 2.110 -3.136
C25 0.682 1.077 -2.335
N5 0.732 1.111 -1.001
H15 0.489 1.894 5.101
H16 1.846 0.890 4.540
H17 0.179 0.383 4.203
H18 -0.306 3.721 3.611
H19 -0.114 4.231 0.909
H20 2.127 4.138 -0.626
H21 2.110 4.028 -3.134
H22 1.072 2.014 -4.211
H23 0.261 0.173 -2.752
C26 -2.690 2.449 -2.534
S2 -2.601 1.815 -0.841
C27 -3.472 0.310 -1.058
C28 -2.939 -0.911 -1.275
S3 -1.307 -1.481 -1.507
S4 -4.128 -2.181 -1.512
C29 -5.573 -1.241 -1.335
S5 -7.087 -1.867 -1.408
S6 -5.223 0.417 -1.013
H24 -2.256 3.449 -2.522
H25 -3.723 2.515 -2.870
H26 -2.120 1.815 -3.213

Calculated values
- LUMO energy (alpha / beta) (eV) = -0.010 / -0.327
- HOMO energy (alpha / beta) (eV) = -7.1 / -7.1
- 2S+1 = 2
- <S²> = 0.7574
- gap between HOMO and LUMO (alpha / beta) (eV) = 7.1 / 6.7

What energy above the lowest of the compared OMol25 structures with the same formula, charge and spin values result from the calculations? In sequence: 0.398 1.465 0.000 0.000 eV.